Entry 1:
93
Properties=species:S:1:pos:R:3:forces:R:3 method="wB97M-V/def2-TZVPD" multiplicity=2 gap_ev="5.50 / 5.53" relative_energy_ev=2.374 largest_force_ev_per_a=2.4 s2=0.762
Ru 0.53099 -1.11407 0.29802 0.6 2.1 -0.9
S 0.10641 -1.47595 2.61702 0.0 -0.1 0.1
C -1.62531 -1.66264 2.86659 0.1 -0.1 0.2
C -2.07006 -2.44912 3.93377 0.0 0.0 0.0
C -3.42385 -2.57576 4.19913 0.0 0.0 0.0
C -4.35928 -1.92635 3.40360 0.0 0.0 0.0
C -3.92420 -1.14654 2.33965 0.0 0.0 0.1
C -2.56720 -1.01057 2.07833 -0.1 0.0 -0.2
As -1.78758 -0.01674 0.60033 0.2 -1.1 0.4
C -3.39787 0.23267 -0.47190 0.0 0.1 -0.1
C -4.34377 1.14075 -0.00433 -0.1 -0.1 0.0
C -5.54781 1.31984 -0.67381 0.0 0.0 0.0
C -5.82000 0.59604 -1.82288 0.0 0.0 0.0
C -4.87514 -0.29902 -2.30465 0.0 0.0 0.0
C -3.67294 -0.47415 -1.63617 0.0 0.1 -0.1
C -1.57809 1.74363 1.39469 0.1 0.1 -0.2
C -1.21085 1.84622 2.73055 -0.1 0.1 0.1
C -0.97162 3.09666 3.28904 0.0 0.0 0.0
C -1.08171 4.24209 2.51638 0.0 0.0 0.0
C -1.45296 4.14161 1.18053 0.0 0.0 0.0
C -1.70308 2.89748 0.62201 0.0 0.0 0.1
H -1.33982 -2.96670 4.54354 0.0 0.0 0.0
H -3.75026 -3.19684 5.02411 0.0 0.0 0.0
H -5.41787 -2.02919 3.60318 0.0 0.0 0.0
H -4.65561 -0.64922 1.71597 0.0 0.0 0.0
H -4.15431 1.70842 0.89822 0.0 0.0 0.0
H -6.27276 2.02591 -0.28910 0.0 0.0 0.0
H -6.75795 0.73357 -2.34514 0.0 0.0 0.0
H -5.06823 -0.86049 -3.21007 0.0 0.0 0.0
H -2.93965 -1.14050 -2.05737 0.0 0.0 0.0
H -1.09914 0.95455 3.33378 0.0 0.0 0.0
H -0.69343 3.16875 4.33295 0.0 0.0 0.0
H -0.88497 5.21332 2.95258 0.0 0.0 0.0
H -1.54958 5.03110 0.57075 0.0 0.0 0.0
H -1.99986 2.82606 -0.41666 0.0 0.0 0.0
S 2.45629 -5.11285 -0.37105 0.1 -0.1 0.0
C 1.11184 -5.37172 0.64907 0.0 0.0 0.1
C 0.46613 -4.21297 0.95267 0.1 0.0 -0.1
C 1.05111 -3.06132 0.34159 -0.7 -0.3 0.2
C 2.13823 -3.42011 -0.41992 0.2 0.2 0.0
C 3.02752 -2.46675 -1.06377 -0.1 -0.1 0.1
C 4.19210 -2.81661 -1.75265 0.0 0.0 0.0
C 4.97919 -1.81891 -2.28685 0.0 0.0 0.0
C 4.59837 -0.48932 -2.13351 0.0 0.0 0.0
C 3.42665 -0.22239 -1.45082 -0.1 0.0 0.0
N 2.66238 -1.18086 -0.93291 -0.2 -0.5 0.1
H 0.87990 -6.36953 0.98650 0.0 0.0 0.0
H -0.39842 -4.16185 1.59836 0.0 0.0 0.0
H 4.46996 -3.85726 -1.85189 0.0 0.0 0.0
H 5.88915 -2.07188 -2.81623 0.0 0.0 0.0
H 5.19139 0.32140 -2.53286 0.0 0.0 0.0
H 3.06758 0.78709 -1.29920 0.0 0.0 0.0
Br 2.83394 3.46037 -0.62073 -0.1 0.0 0.0
C 1.49689 3.70076 -1.95659 0.2 0.1 0.0
C 1.66701 4.85791 -2.70860 0.0 0.0 0.0
C 0.78981 5.16103 -3.73406 0.0 0.0 0.0
C -0.26233 4.30014 -4.00620 0.0 0.0 0.0
C -0.42177 3.15942 -3.24284 0.0 0.0 0.0
C 0.44386 2.82343 -2.19664 -0.1 0.0 0.0
C 0.06716 1.55021 -1.43771 0.2 0.0 0.0
O -1.01940 1.04761 -1.73847 0.0 0.0 -0.1
O 0.86170 1.08539 -0.55799 -0.2 -0.2 0.1
H 2.49445 5.51509 -2.48223 0.0 0.0 0.0
H 0.93256 6.06445 -4.31233 0.0 0.0 0.0
H -0.95665 4.51576 -4.80728 0.0 0.0 0.0
H -1.24191 2.47966 -3.42668 0.0 0.0 0.0
C 4.41366 1.98426 3.49834 0.0 0.0 0.0
N 3.84342 0.73340 3.06791 -0.1 -0.1 0.0
C 4.52939 -0.53807 3.09824 0.0 0.1 0.1
C 3.62184 -1.39898 2.21752 -0.1 -0.1 -0.1
O 3.82202 -2.56828 1.99811 0.0 0.0 -0.1
N 2.58214 -0.61554 1.74735 0.4 0.2 0.1
C 2.78071 0.60468 2.23357 0.0 -0.1 0.2
N 1.97491 1.63290 1.98739 0.0 0.1 -0.1
H 5.11100 1.78892 4.31059 0.0 0.0 0.0
H 3.64096 2.64692 3.89018 0.0 0.0 0.0
H 4.95364 2.50008 2.69656 0.0 0.0 0.0
H 4.58316 -0.95880 4.10363 0.0 0.0 0.0
H 5.53520 -0.48748 2.67455 0.0 0.0 0.0
H 1.36333 1.56974 1.17612 0.0 -0.1 0.0
H 2.27098 2.56202 2.22691 0.0 0.0 0.1
Se -3.08180 -4.06201 -1.05099 -0.3 -0.2 0.0
N -2.65774 -4.12630 -2.76710 0.1 0.0 -0.1
C -1.63757 -3.30466 -2.92180 0.1 -0.1 -0.4
C -0.97604 -3.02914 -4.17121 -0.3 -0.1 0.3
C 0.02393 -2.13067 -4.14832 0.2 0.3 0.4
C 0.41573 -1.49573 -2.90501 0.0 0.1 -0.5
N -0.11968 -1.72149 -1.75224 -0.7 -0.8 0.1
C -1.18261 -2.63497 -1.73506 0.6 0.3 0.0
N -1.83323 -2.90931 -0.63044 0.1 0.1 0.1
H -1.29295 -3.53178 -5.07422 0.0 0.0 0.0
H 0.56332 -1.86392 -5.04626 0.0 0.0 0.0
H 1.21693 -0.76602 -2.92515 0.0 0.0 0.0

=====

Entry 2:
83
Properties=species:S:1:pos:R:3:forces:R:3 method="wB97M-V/def2-TZVPD" multiplicity=2 gap_ev="6.83 / 7.25" relative_energy_ev=0.194 largest_force_ev_per_a=0.5 s2=0.905
Ni 0.03592 -0.11557 0.26243 0.4 0.0 -0.2
S 0.96526 1.86992 0.31121 -0.1 0.0 0.3
C 1.98563 1.88071 1.75397 0.0 0.2 0.1
C 2.43826 3.11675 2.21953 -0.1 0.0 0.0
C 3.26023 3.19808 3.32691 0.0 0.0 0.1
C 3.63891 2.05005 4.01066 0.0 -0.1 0.0
C 3.19667 0.81592 3.56236 0.0 0.1 0.0
C 2.38643 0.73012 2.43421 0.1 -0.2 0.2
As 1.71747 -0.94812 1.78247 -0.4 0.1 -0.1
C 1.83159 -2.15542 3.28294 0.1 -0.1 0.0
C 0.86029 -2.06857 4.27534 -0.1 0.0 0.0
C 0.89599 -2.92173 5.36697 0.0 0.0 0.0
C 1.89729 -3.87787 5.46626 0.0 0.0 0.0
C 2.85926 -3.97607 4.47442 0.0 0.0 -0.1
C 2.83042 -3.11787 3.38196 0.1 0.0 0.1
C 3.07358 -1.56065 0.55462 0.0 0.0 0.1
C 2.99516 -2.85756 0.05487 0.0 -0.1 0.0
C 3.87828 -3.26842 -0.93033 0.0 0.1 0.0
C 4.82736 -2.38440 -1.42597 0.0 -0.1 0.0
C 4.90108 -1.09334 -0.92982 0.0 0.0 0.0
C 4.02354 -0.67683 0.06184 0.1 0.1 0.0
H 2.12331 4.01672 1.70944 0.0 0.0 0.0
H 3.59478 4.16689 3.67096 0.0 0.0 0.0
H 4.27332 2.11474 4.88379 0.0 0.0 0.0
H 3.48569 -0.08653 4.08860 0.0 0.0 0.0
H 0.05296 -1.35161 4.19463 0.0 0.0 -0.1
H 0.13565 -2.84596 6.13224 0.0 0.0 0.0
H 1.92285 -4.54917 6.31374 0.0 0.0 0.0
H 3.63903 -4.72250 4.54545 0.0 0.0 0.0
H 3.59273 -3.19998 2.61640 0.0 0.0 0.0
H 2.24736 -3.55229 0.41998 0.0 0.0 0.0
H 3.81134 -4.27330 -1.32093 0.0 -0.1 0.0
H 5.50312 -2.70313 -2.20800 0.0 0.0 0.0
H 5.63445 -0.40229 -1.32045 0.0 0.0 0.0
H 4.07932 0.33821 0.44061 0.0 -0.1 0.0
C -0.47297 4.18066 4.95548 0.0 0.0 0.0
C -0.04717 2.86945 5.09939 0.0 0.0 0.0
C -0.36214 1.93147 4.12944 0.0 -0.2 0.0
C -1.11443 2.27730 3.00709 0.0 0.0 0.1
C -1.53774 3.59921 2.88042 0.0 0.0 -0.1
C -1.21722 4.54349 3.84411 0.0 0.0 0.0
Ge -1.58670 1.00365 1.62384 0.4 0.2 -0.1
C -2.46299 -0.56992 2.35349 0.0 -0.1 0.1
C -2.51445 -0.80961 3.72635 -0.1 0.0 0.0
C -3.15376 -1.93588 4.22292 0.0 0.0 0.1
C -3.75213 -2.83569 3.35500 0.0 0.0 0.0
C -3.71895 -2.60474 1.98748 0.0 0.0 0.0
C -3.07546 -1.48148 1.49310 0.0 0.0 -0.1
C -2.70905 1.80144 0.26344 0.0 0.1 -0.1
C -4.06596 1.49100 0.19731 -0.1 0.0 0.0
C -4.88368 2.11007 -0.73714 0.0 -0.1 0.0
C -4.35285 3.03793 -1.61743 0.0 0.1 -0.1
C -3.00325 3.35238 -1.56409 0.0 0.0 0.0
C -2.18515 2.73506 -0.63107 -0.1 0.0 -0.1
H -0.22510 4.91880 5.70615 0.0 0.0 0.0
H 0.53975 2.57593 5.95919 0.0 0.0 0.0
H -0.00500 0.91448 4.26231 0.0 0.1 -0.1
H -2.12603 3.90231 2.02384 0.0 0.0 -0.1
H -1.55503 5.56458 3.72642 0.0 0.0 0.0
H -2.08048 -0.10078 4.42061 0.0 0.0 0.0
H -3.19085 -2.10632 5.29132 0.0 0.0 0.0
H -4.25058 -3.71347 3.74411 0.0 0.0 0.0
H -4.18709 -3.30056 1.30479 0.0 0.0 0.0
H -3.05298 -1.31972 0.42081 0.0 0.0 0.0
H -4.49686 0.76974 0.88065 0.0 0.0 0.0
H -5.93623 1.86314 -0.77798 0.0 0.0 0.0
H -4.99087 3.51441 -2.34975 0.0 0.0 0.0
H -2.58474 4.07315 -2.25339 0.0 0.0 0.0
H -1.13326 2.98439 -0.59868 0.0 0.0 0.0
O -0.09518 -2.35645 -3.12133 -0.1 -0.2 -0.2
C -0.14833 -2.18079 -1.92287 0.1 0.1 0.1
O -0.09646 -1.01670 -1.35796 -0.4 0.1 0.1
C -0.20829 -3.35968 -0.97882 0.0 -0.3 0.0
C -0.52462 -3.24062 0.36701 -0.1 0.2 0.1
C -0.47102 -4.33792 1.21313 0.0 -0.1 0.1
C -0.10233 -5.57868 0.71460 0.0 0.0 -0.1
C 0.18972 -5.71569 -0.63871 0.0 0.0 0.1
C 0.12899 -4.61612 -1.47701 0.0 0.1 0.0
H -0.82313 -2.28152 0.78238 0.1 -0.3 -0.1
H -0.71485 -4.21756 2.26232 0.0 0.0 0.0
H -0.05142 -6.43637 1.37090 0.0 0.0 0.0
H 0.46752 -6.68150 -1.03795 0.0 -0.1 0.0
H 0.36069 -4.69488 -2.52973 0.0 0.0 0.0